No. 1
ORCA calculation (wB97M-V/def2-TZVPD) on C31H25N7O3Pm as an isolated structure at a distorted geometry.

Structure (XYZ):
```
67
Properties=species:S:1:pos:R:3
Pm -0.59 0.55 -0.99
O 2.03 4.10 -0.89
C 1.48 3.03 -0.97
N 0.15 2.72 -0.89
C -0.87 3.74 -0.81
C -0.61 5.10 -0.75
C -1.64 6.03 -0.67
C -2.95 5.61 -0.66
C -3.23 4.25 -0.72
C -2.21 3.31 -0.80
N -2.45 1.89 -0.87
C -3.71 1.36 -0.82
O -4.80 1.95 -0.77
C -3.79 -0.14 -0.80
C -5.03 -0.71 -1.06
C -5.16 -2.08 -0.96
C -4.05 -2.84 -0.55
C -2.87 -2.19 -0.33
N -2.70 -0.87 -0.48
C 2.41 1.84 -1.19
C 3.76 2.05 -0.99
C 4.65 1.04 -1.28
C 4.16 -0.15 -1.82
C 2.81 -0.27 -1.99
N 1.92 0.68 -1.65
H 0.41 5.44 -0.76
H -1.39 7.09 -0.62
H -3.76 6.33 -0.60
H -4.26 3.93 -0.70
H -5.86 -0.06 -1.31
H -6.12 -2.56 -1.16
H -4.12 -3.91 -0.42
H -2.00 -2.75 0.01
H 4.07 3.03 -0.63
H 5.72 1.17 -1.12
H 4.82 -0.96 -2.10
H 2.40 -1.16 -2.44
C -1.34 0.28 4.08
C -0.09 -0.24 3.40
C 0.80 0.62 2.77
C 1.94 0.14 2.13
C 2.23 -1.22 2.11
N 3.43 -1.59 1.39
C 3.87 -2.73 0.76
O 5.02 -2.88 0.41
N 2.90 -3.73 0.46
C 1.80 -3.47 -0.39
C 1.25 -4.45 -1.21
C 0.19 -4.12 -2.04
C -0.31 -2.83 -2.03
N 0.19 -1.91 -1.22
C 1.21 -2.23 -0.42
C 1.36 -2.10 2.75
C 0.22 -1.60 3.37
H -1.20 1.30 4.44
H -1.62 -0.34 4.93
H -2.20 0.29 3.40
H 0.61 1.69 2.78
H 2.63 0.84 1.64
H 4.15 -0.90 1.41
H 3.36 -4.61 0.31
H 1.66 -5.46 -1.20
H -0.25 -4.87 -2.70
H -1.13 -2.55 -2.67
H 1.59 -1.45 0.20
H 1.57 -3.16 2.78
H -0.45 -2.30 3.88
```

E_HOMO (alpha / beta), eV: -10.04 / -10.04
Lowest unoccupied orbital energy (alpha / beta), eV: -3.557 / -3.422
Multiplicity: 5
Frontier orbital gap (alpha / beta), eV: 6.5 / 6.6
Total charge: +1
E_tot, eV: -65678.6344

***

No. 2
ORCA calculation (wB97M-V/def2-TZVPD) on C31H26BrN3PdS as an isolated structure.

Structure (XYZ):
```
63
Properties=species:S:1:pos:R:3
Pd -0.39 -0.18 -0.23
Br 1.90 3.73 5.58
C 1.21 2.36 4.43
C 1.38 2.47 3.05
C 0.85 1.49 2.24
C 0.11 0.40 2.75
C 0.03 0.31 4.16
C 0.56 1.28 4.99
N -0.45 -0.50 1.89
C -1.26 -1.47 2.31
C -1.78 -2.44 1.43
C -2.66 -3.47 1.86
C -3.08 -4.43 0.97
C -2.64 -4.38 -0.36
C -1.84 -3.30 -0.72
N -1.44 -2.36 0.11
H 1.92 3.30 2.63
H 0.98 1.55 1.16
H -0.46 -0.55 4.62
H 0.49 1.19 6.06
H -1.55 -1.54 3.36
H -3.00 -3.48 2.89
H -3.76 -5.21 1.29
H -2.93 -5.13 -1.08
H -1.51 -3.18 -1.75
S 1.54 -1.77 -0.47
C 3.08 -0.95 -0.31
C 3.44 -0.27 0.86
C 4.71 0.28 1.00
C 5.65 0.16 -0.01
C 5.30 -0.51 -1.18
C 4.04 -1.06 -1.32
H 2.72 -0.19 1.66
H 4.97 0.80 1.92
H 6.64 0.59 0.11
H 6.03 -0.61 -1.98
H 3.77 -1.58 -2.22
N -1.58 1.35 0.06
C -2.88 1.42 -0.12
C -3.73 0.27 -0.32
C -5.10 0.37 -0.32
C -5.74 1.61 -0.21
C -4.95 2.75 -0.10
C -3.58 2.67 -0.06
H -3.25 -0.69 -0.43
H -5.70 -0.53 -0.41
H -6.83 1.68 -0.21
H -5.43 3.73 -0.03
H -2.98 3.57 0.03
C -0.58 0.14 -2.27
C 0.67 0.47 -2.98
C 1.25 -0.38 -3.93
C 2.36 0.00 -4.66
C 2.96 1.24 -4.46
C 2.41 2.09 -3.50
C 1.29 1.72 -2.79
H -1.04 -0.77 -2.69
H -1.28 0.97 -2.37
H 0.79 -1.34 -4.11
H 2.79 -0.68 -5.39
H 3.84 1.52 -5.01
H 2.88 3.05 -3.32
H 0.85 2.39 -2.06
```

Relative energy (zero: lowest compared OMol25 entry of this formula, charge and spin), eV: 0.152
E_HOMO (alpha / beta), eV: -0.18 / -0.81
Lowest unoccupied orbital energy (alpha / beta), eV: 4.086 / 4.083
Multiplicity: 3
Frontier orbital gap (alpha / beta), eV: 4.3 / 4.9
Total charge: -2
E_tot, eV: -121395.9165

***

No. 3
ORCA calculation (wB97M-V/def2-TZVPD) on C31H26F3IrN3O2PS2 as an isolated structure at a distorted geometry.

Structure (XYZ):
```
69
Properties=species:S:1:pos:R:3
Ir -1.34 0.70 0.38
C 3.85 2.40 1.82
C 3.82 1.01 1.88
C 2.86 0.30 1.18
C 1.90 0.98 0.44
C 1.94 2.37 0.36
C 2.91 3.08 1.05
P 0.63 0.14 -0.54
C 0.77 0.87 -2.19
C -0.31 1.44 -2.85
C -0.12 2.05 -4.09
C 1.15 2.09 -4.65
C 2.23 1.53 -3.98
C 2.04 0.92 -2.75
C 0.98 -1.62 -0.71
C 1.12 -2.47 0.40
C 1.33 -3.82 0.22
C 1.39 -4.36 -1.06
C 1.25 -3.54 -2.16
C 1.03 -2.18 -1.99
H 4.62 2.95 2.34
H 4.57 0.48 2.45
H 2.87 -0.78 1.21
H 1.24 2.90 -0.27
H 2.96 4.15 0.96
H -1.31 1.42 -2.44
H -0.96 2.49 -4.60
H 1.30 2.56 -5.61
H 3.22 1.57 -4.42
H 2.90 0.50 -2.23
H 1.06 -2.07 1.40
H 1.44 -4.46 1.09
H 1.55 -5.42 -1.19
H 1.29 -3.95 -3.16
H 0.91 -1.56 -2.87
N -4.64 -4.83 -2.57
C -3.98 -4.79 -1.41
S -3.67 -6.08 -0.45
C -3.41 -3.46 -1.03
C -2.72 -2.67 -1.94
C -2.10 -1.52 -1.50
N -2.18 -1.10 -0.23
C -2.90 -1.83 0.64
C -3.51 -3.01 0.29
H -5.03 -5.70 -2.87
H -4.92 -3.99 -3.05
H -2.60 -2.96 -2.97
H -1.53 -0.90 -2.18
H -2.97 -1.45 1.65
H -4.04 -3.59 1.03
F -1.71 5.34 0.15
C -2.72 4.49 0.35
F -3.17 4.65 1.59
F -3.68 4.73 -0.51
C -2.18 3.05 0.20
O -1.21 2.70 0.96
O -2.64 2.25 -0.62
S -0.70 -0.31 2.34
C 0.24 0.75 3.37
N 0.27 2.08 3.24
C 0.93 2.89 4.10
C 1.57 2.37 5.18
C 1.55 0.98 5.36
C 0.90 0.17 4.45
H -0.22 2.51 2.45
H 0.89 3.95 3.87
H 2.08 3.02 5.88
H 2.05 0.54 6.21
H 0.88 -0.90 4.57
```

Relative energy (zero: lowest compared OMol25 entry of this formula, charge and spin), eV: 0.203
E_HOMO, eV: -13.03
Lowest unoccupied orbital energy, eV: -7.029
Frontier orbital gap, eV: 6.0
Total charge: +2
E_tot, eV: -83073.9581

***

No. 4
ORCA calculation (wB97M-V/def2-TZVPD) on C31H26F4IN2PPbS5 as an isolated structure at a distorted geometry.

Structure (XYZ):
```
71
Properties=species:S:1:pos:R:3
Pb 1.71 0.54 -0.54
C 3.40 2.08 2.05
N 2.89 0.74 1.79
C 3.97 -0.25 1.91
C 1.79 0.43 2.71
C 1.37 -1.03 2.62
N 1.28 -1.49 1.26
C 1.04 -2.81 1.08
C 1.04 -3.34 -0.23
F 1.31 -2.49 -1.24
C 0.79 -4.66 -0.53
F 0.83 -5.04 -1.82
C 0.52 -5.60 0.45
C 0.52 -5.12 1.74
F 0.25 -5.97 2.75
C 0.77 -3.81 2.06
F 0.73 -3.50 3.38
H 3.85 2.14 3.05
H 2.59 2.80 1.99
H 4.15 2.35 1.31
H 4.30 -0.35 2.95
H 4.82 0.08 1.31
H 3.63 -1.21 1.54
H 0.96 1.09 2.46
H 2.09 0.63 3.74
H 0.43 -1.11 3.17
H 2.11 -1.62 3.17
H 0.32 -6.63 0.21
S 4.02 -4.94 -5.16
C 3.66 -3.57 -4.37
S 4.66 -2.91 -3.10
C 3.72 -1.48 -2.76
C 2.53 -1.34 -3.54
S 1.40 -0.15 -3.36
S 2.24 -2.62 -4.69
S 4.20 -0.49 -1.53
C -3.17 5.60 -0.23
C -3.91 4.43 -0.39
C -3.27 3.20 -0.40
C -1.89 3.13 -0.25
C -1.15 4.30 -0.08
C -1.79 5.53 -0.07
P -1.10 1.48 -0.27
C -2.05 0.67 1.07
C -2.36 1.47 2.18
C -2.97 0.91 3.29
C -3.27 -0.44 3.32
C -2.95 -1.24 2.23
C -2.32 -0.69 1.12
C -1.67 0.90 -1.91
C -1.31 1.76 -2.96
C -1.60 1.43 -4.27
C -2.24 0.23 -4.56
C -2.58 -0.64 -3.53
C -2.29 -0.31 -2.21
H -3.67 6.56 -0.22
H -4.99 4.48 -0.50
H -3.85 2.29 -0.53
H -0.07 4.25 0.04
H -1.22 6.44 0.05
H -2.14 2.53 2.17
H -3.23 1.54 4.14
H -3.75 -0.88 4.19
H -3.16 -2.30 2.25
H -2.04 -1.34 0.31
H -0.80 2.69 -2.74
H -1.32 2.10 -5.07
H -2.46 -0.03 -5.59
H -3.07 -1.58 -3.75
H -2.57 -1.00 -1.44
I 2.31 3.20 -1.17
```

Relative energy (zero: lowest compared OMol25 entry of this formula, charge and spin), eV: 0.565
E_HOMO (alpha / beta), eV: -6.80 / -6.80
Lowest unoccupied orbital energy (alpha / beta), eV: -2.961 / -2.962
Frontier orbital gap (alpha / beta), eV: 3.8 / 3.8
E_tot, eV: -123231.7910

***

No. 5
ORCA calculation (wB97M-V/def2-TZVPD) on C31H26MnN6PS as an isolated structure.

Structure (XYZ):
```
66
Properties=species:S:1:pos:R:3
Mn 0.56 -0.86 0.86
N 0.01 -2.39 4.60
C 0.84 -1.42 5.11
C 1.37 -0.78 4.03
N 0.89 -1.36 2.88
C 0.06 -2.32 3.26
C -0.63 -3.10 2.24
N -0.52 -2.73 0.98
C -1.22 -3.66 0.23
C -1.75 -4.58 1.07
N -1.37 -4.22 2.34
H -0.55 -3.02 5.15
H 0.98 -1.27 6.16
H 2.07 0.04 4.02
H -1.29 -3.60 -0.84
H -2.35 -5.46 0.88
H -1.60 -4.72 3.18
C 2.57 -1.06 -5.59
C 1.84 0.10 -5.40
C 1.25 0.38 -4.18
C 1.41 -0.52 -3.13
C 2.14 -1.69 -3.31
C 2.72 -1.96 -4.54
P 0.78 -0.11 -1.48
C -0.52 1.13 -1.73
C -0.34 2.48 -1.44
C -1.38 3.37 -1.66
C -2.59 2.91 -2.18
C -2.76 1.57 -2.48
C -1.73 0.67 -2.25
C 2.20 0.66 -0.65
C 3.21 1.45 -1.17
C 4.35 1.67 -0.40
C 4.48 1.06 0.85
C 3.47 0.24 1.36
C 2.32 0.08 0.61
H 3.02 -1.27 -6.55
H 1.72 0.80 -6.22
H 0.67 1.29 -4.05
H 2.25 -2.39 -2.49
H 3.28 -2.87 -4.68
H 0.61 2.83 -1.06
H -1.25 4.42 -1.44
H -3.40 3.61 -2.35
H -3.70 1.22 -2.91
H -1.86 -0.38 -2.48
H 3.13 1.86 -2.17
H 5.15 2.28 -0.78
H 5.39 1.20 1.42
H 3.62 -0.25 2.32
N 0.95 2.36 2.34
C -0.32 2.00 2.09
N -0.70 0.84 1.60
C -2.10 0.80 1.46
C -2.85 -0.27 0.98
C -4.23 -0.16 0.92
C -4.88 1.00 1.34
C -4.15 2.07 1.82
C -2.76 1.95 1.87
S -1.60 3.12 2.44
H 1.71 1.81 1.96
H 1.15 3.29 2.66
H -2.36 -1.17 0.63
H -4.82 -1.00 0.55
H -5.96 1.07 1.28
H -4.64 2.99 2.13
```

Relative energy (zero: lowest compared OMol25 entry of this formula, charge and spin), eV: 0.159
E_HOMO (alpha / beta), eV: -13.52 / -13.52
Lowest unoccupied orbital energy (alpha / beta), eV: -7.010 / -5.810
Multiplicity: 5
Frontier orbital gap (alpha / beta), eV: 6.5 / 7.7
Total charge: +2
E_tot, eV: -92942.8075

***

No. 6
ORCA calculation (wB97M-V/def2-TZVPD) on C31H26N7O6V as an isolated structure.

Structure (XYZ):
```
71
Properties=species:S:1:pos:R:3
V -0.11 -0.03 0.24
C 1.10 0.52 -3.71
O -0.15 0.49 -4.42
C -1.35 0.46 -3.77
C -2.45 0.45 -4.61
C -3.76 0.43 -4.11
C -3.95 0.39 -2.75
C -2.85 0.39 -1.87
C -3.13 0.30 -0.46
N -2.25 0.14 0.46
N -2.74 -0.03 1.74
C -1.77 -0.39 2.53
O -0.54 -0.52 2.17
C -2.11 -0.70 3.95
C -3.41 -0.58 4.43
C -3.70 -0.88 5.75
C -2.69 -1.30 6.61
C -1.39 -1.41 6.14
C -1.10 -1.11 4.81
C -1.53 0.43 -2.36
O -0.50 0.49 -1.57
H 1.85 0.50 -4.51
H 1.22 -0.36 -3.08
H 1.22 1.42 -3.12
H -2.26 0.48 -5.67
H -4.60 0.43 -4.79
H -4.95 0.37 -2.33
H -4.17 0.31 -0.15
H -4.18 -0.26 3.74
H -4.71 -0.78 6.12
H -2.92 -1.53 7.65
H -0.60 -1.73 6.80
H -0.10 -1.19 4.42
C 1.61 3.69 1.65
C 1.53 2.25 1.19
O 0.38 1.84 0.85
C 2.71 1.50 1.17
C 2.85 0.18 0.72
C 4.23 -0.41 0.68
N 1.83 -0.56 0.32
N 2.14 -1.85 -0.11
C 1.05 -2.49 -0.41
O -0.15 -2.02 -0.34
C 1.20 -3.91 -0.85
C 2.45 -4.46 -1.14
C 2.55 -5.78 -1.55
C 1.42 -6.57 -1.67
C 0.17 -6.03 -1.39
C 0.06 -4.70 -0.99
H 1.77 3.73 2.73
H 0.69 4.20 1.40
H 2.45 4.20 1.16
H 3.62 2.02 1.44
H 4.96 0.30 1.06
H 4.48 -0.67 -0.35
H 4.26 -1.34 1.25
H 3.32 -3.83 -1.04
H 3.53 -6.20 -1.78
H 1.50 -7.60 -1.99
H -0.72 -6.64 -1.49
H -0.90 -4.26 -0.77
N -0.28 3.87 -1.68
C 1.07 4.15 -1.69
O 1.89 3.27 -1.96
C 1.44 5.53 -1.41
C 2.80 5.91 -1.41
N 3.90 6.26 -1.40
C 0.48 6.49 -1.06
N -0.33 7.28 -0.78
H -0.51 2.90 -1.48
H -0.87 4.54 -1.20
```

Relative energy (zero: lowest compared OMol25 entry of this formula, charge and spin), eV: 0.098
E_HOMO (alpha / beta), eV: -2.27 / -2.27
Lowest unoccupied orbital energy (alpha / beta), eV: 4.171 / 4.171
Multiplicity: 3
Frontier orbital gap (alpha / beta), eV: 6.4 / 6.4
Total charge: -2
E_tot, eV: -80978.0724

***

No. 7
ORCA calculation (wB97M-V/def2-TZVPD) on C31H27BF6N7O5SeTeY as an isolated structure at a distorted geometry.

Structure (XYZ):
```
80
Properties=species:S:1:pos:R:3
Y -0.10 -0.11 -0.83
B -2.97 1.72 0.73
N -2.96 0.15 0.82
C -3.96 -0.56 1.35
C -3.81 -1.89 1.01
C -2.65 -1.91 0.23
N -2.15 -0.68 0.13
N -1.56 2.41 0.87
C -1.39 3.58 1.50
C -0.15 4.09 1.18
C 0.39 3.14 0.33
N -0.46 2.13 0.13
H -3.47 2.05 -0.32
H -3.61 2.10 1.69
H -4.71 -0.06 1.94
H -4.45 -2.72 1.27
H -2.14 -2.73 -0.24
H -2.18 3.96 2.13
H 0.30 5.00 1.54
H 1.37 3.11 -0.13
F -3.01 6.19 -0.82
C -2.24 5.85 -1.86
C -1.86 4.59 -2.07
N -1.06 4.22 -3.12
C -0.67 2.80 -3.25
C -1.88 1.88 -2.99
O -2.94 2.19 -3.52
O -1.64 0.86 -2.27
C -0.62 5.13 -4.04
O 0.09 4.88 -4.99
N -1.05 6.43 -3.80
C -1.83 6.91 -2.76
O -2.11 8.10 -2.67
H -2.19 3.79 -1.41
H 0.16 2.61 -2.57
H -0.31 2.65 -4.26
H -0.73 7.11 -4.46
C 1.44 -3.50 5.74
C 2.14 -2.36 5.36
C 1.92 -1.77 4.12
C 0.98 -2.30 3.23
C 0.30 -3.45 3.62
C 0.52 -4.05 4.86
C 0.68 -1.74 1.89
C 0.80 -0.50 1.40
C 1.31 0.59 2.25
C 0.50 1.20 3.21
C 0.97 2.24 4.00
C 2.27 2.71 3.85
C 3.09 2.11 2.89
C 2.61 1.07 2.11
H 1.62 -3.95 6.71
H 2.88 -1.92 6.03
H 2.49 -0.89 3.85
H -0.41 -3.89 2.93
H -0.03 -4.94 5.13
H 0.27 -2.51 1.23
H -0.52 0.85 3.34
H 0.32 2.70 4.73
H 2.64 3.52 4.46
H 4.11 2.45 2.76
H 3.26 0.59 1.39
Se 2.71 0.86 -1.65
C 4.47 0.98 -0.93
C 5.47 0.01 -0.97
C 6.72 0.34 -0.48
N 7.06 1.53 0.02
C 6.10 2.44 0.06
C 4.81 2.22 -0.40
H 5.28 -0.97 -1.36
H 7.51 -0.40 -0.51
H 6.36 3.41 0.48
H 4.07 3.02 -0.33
F 1.55 -2.36 -3.85
Te 2.23 -1.71 -2.21
F 3.77 -1.35 -3.28
F 0.84 -0.23 -2.99
F 3.30 -1.74 -0.61
F 2.89 -3.48 -2.17
O 0.68 -2.11 -1.30
```

Relative energy (zero: lowest compared OMol25 entry of this formula, charge and spin), eV: 4.829
E_HOMO, eV: -3.08
Lowest unoccupied orbital energy, eV: 3.579
Frontier orbital gap, eV: 6.7
Total charge: -2
E_tot, eV: -143926.2984